[1]
C6H9N | ωB97M-V/def2-TZVPD

```
! wB97M-V def2-TZVPD RIJCOSX def2/J DEFGRID3
* xyz 0 1
C 1.294 -1.645 0.684
N 0.950 1.056 -0.367
C 0.347 1.943 0.330
C -1.055 1.763 -0.167
C -0.353 0.590 -0.926
C -0.799 -0.782 -0.500
C -0.132 -1.698 0.207
H 1.363 -1.932 1.739
H 1.896 -2.359 0.111
H 1.755 -0.662 0.557
H 0.817 2.606 1.057
H -1.399 2.588 -0.801
H -1.836 1.499 0.550
H -0.382 0.687 -2.019
H -1.820 -1.019 -0.805
H -0.676 -2.620 0.442
*
```

Values from the calculation:
Energy (eV): -7855.89546
HOMO-LUMO gap (eV): 10.4
M (g mol⁻¹): 95.14
HOMO (eV): -9.22
Relative energy (zero: lowest compared OMol25 entry of this formula, charge and spin) (kcal/mol): 52.21

Here are the Mulliken charges for atoms 1 to 4, given in e: -1.0470 -0.6456 -0.0954 -0.5848

[2]
C6H9N2 | ωB97M-V/def2-TZVPD

```
! wB97M-V def2-TZVPD RIJCOSX def2/J DEFGRID3
* xyz 1 1
C 1.007 -1.869 0.348
C -0.282 -2.190 -0.243
C 1.306 -0.531 0.673
C -1.161 -1.345 -0.840
C 0.562 0.641 0.141
C -0.631 0.293 -0.782
N -1.401 1.282 -1.179
N 0.281 1.753 0.995
H 1.620 -2.625 0.826
H -0.493 -3.307 -0.391
H 2.133 -0.369 1.400
H -2.035 -1.526 -1.288
H 1.234 0.931 -0.607
H -1.949 0.991 -1.942
H -1.399 2.248 -1.092
H -0.138 1.572 1.864
H 0.937 2.533 1.096
*
```

Values from the calculation:
Energy (eV): -9338.89747
HOMO-LUMO gap (eV): 8.2
M (g mol⁻¹): 109.15
HOMO (eV): -13.24
Relative energy (zero: lowest compared OMol25 entry of this formula, charge and spin) (kcal/mol): 77.39

Here are the Mulliken charges for atoms 1 to 4, given in e: -0.5685 -0.2175 -0.4113 -0.5657

[3]
C6H9N2O | ωB97M-V/def2-TZVPD

```
! wB97M-V def2-TZVPD RIJCOSX def2/J DEFGRID3
* xyz 1 1
C 0.819 -2.068 -1.393
C 1.093 -0.738 -1.646
C 0.198 -2.136 -0.096
C 0.623 -0.044 -0.546
C -0.851 -0.319 1.302
C 0.328 1.439 -0.305
N 0.098 -0.898 0.392
N -0.360 1.536 1.077
O -0.595 1.957 -1.173
H 1.164 -2.977 -1.951
H 1.458 -0.203 -2.465
H 0.007 -3.040 0.571
H -1.964 -0.421 0.996
H -0.719 -0.297 2.386
H 1.240 2.073 -0.076
H -1.163 2.117 1.123
H 0.269 1.623 1.836
H -0.308 1.856 -2.098
*
```

Values from the calculation:
Energy (eV): -11386.38205
HOMO-LUMO gap (eV): 8.1
M (g mol⁻¹): 125.15
HOMO (eV): -12.49
Relative energy (zero: lowest compared OMol25 entry of this formula, charge and spin) (kcal/mol): 44.94

Here are the Mulliken charges for atoms 1 to 4, given in e: -0.6350 -0.6319 -0.2906 0.2071